Entry 1:
The following is a quantum chemistry calculation of a structure of composition C38H31BrFeN4O6P2 in a non-equilibrium geometry, from OMol25.

Cartesian coordinates (Å):
Fe: -1.1505 -0.0423 1.1568
O: 3.8335 1.9669 4.2246
C: 2.7957 2.6831 4.6205
O: 2.9143 3.6558 5.3135
C: 1.4333 2.2440 4.1751
C: 0.2671 2.8869 4.5630
N: -0.7602 2.2417 3.9942
N: -0.3561 1.2238 3.2482
C: 0.9765 1.1969 3.3394
C: 1.6884 0.1945 2.5213
O: 2.9192 0.1161 2.4810
O: 0.9294 -0.5394 1.8031
H: 3.6124 1.2225 3.6180
H: 0.1569 3.7420 5.1970
H: -1.7475 2.4718 4.0211
N: 1.4041 -1.9307 -0.7356
P: 2.5610 -1.1095 0.2175
C: 4.0824 -2.0825 0.0805
C: 4.2850 -3.0717 -0.8756
C: 5.4723 -3.7828 -0.8666
C: 6.4287 -3.5423 0.1090
C: 6.2163 -2.5664 1.0703
C: 5.0421 -1.8388 1.0591
C: 2.7348 0.3948 -0.7920
C: 2.0002 1.5418 -0.5299
C: 2.1008 2.6269 -1.3829
C: 2.9137 2.5630 -2.5016
C: 3.6512 1.4182 -2.7565
C: 3.5824 0.3383 -1.8941
P: -0.2030 -1.2803 -0.8373
C: -0.0838 -0.2502 -2.3433
C: -0.5623 1.0539 -2.3109
C: -0.5734 1.8183 -3.4644
C: -0.1154 1.2781 -4.6536
C: 0.3639 -0.0229 -4.6877
C: 0.3828 -0.7908 -3.5384
C: -1.0864 -2.7093 -1.5506
C: -2.1954 -2.4015 -2.3391
C: -2.9330 -3.4071 -2.9334
C: -2.5990 -4.7345 -2.7117
C: -1.5242 -5.0474 -1.8973
C: -0.7793 -4.0424 -1.3044
H: 1.3825 -2.9223 -0.5017
H: 3.5341 -3.2605 -1.6287
H: 5.6463 -4.5384 -1.6187
H: 7.3345 -4.1275 0.1248
H: 6.9509 -2.3854 1.8388
H: 4.8436 -1.0891 1.8081
H: 1.3514 1.5880 0.3365
H: 1.5426 3.5233 -1.1689
H: 2.9667 3.4075 -3.1718
H: 4.2942 1.3744 -3.6211
H: 4.1817 -0.5417 -2.0770
H: -0.9484 1.4601 -1.3849
H: -0.9477 2.8299 -3.4369
H: -0.1451 1.8669 -5.5577
H: 0.7123 -0.4390 -5.6208
H: 0.7311 -1.8137 -3.5680
H: -2.4594 -1.3636 -2.4934
H: -3.7623 -3.1609 -3.5801
H: -3.1788 -5.5218 -3.1665
H: -1.2606 -6.0783 -1.7227
H: 0.0387 -4.3119 -0.6509
Br: -6.3173 4.2055 5.0704
C: -5.3552 3.5261 3.5767
C: -4.5620 2.3996 3.7437
C: -3.8559 1.9026 2.6641
C: -3.9561 2.5215 1.4213
C: -4.7598 3.6428 1.2636
C: -5.4594 4.1483 2.3434
C: -3.1996 1.9243 0.2598
O: -3.7449 1.6885 -0.8027
O: -1.9683 1.6609 0.5331
H: -4.5121 1.9235 4.7105
H: -3.2470 1.0067 2.7666
H: -4.8340 4.1228 0.3008
H: -6.0825 5.0192 2.2298
C: -5.2701 -1.3390 -0.0747
C: -4.0192 -1.2887 0.5961
N: -2.9930 -1.2249 1.1136
H: -6.0968 -1.2672 0.6345
H: -5.3460 -2.2703 -0.6395
H: -5.3078 -0.4847 -0.7558

M: 837.385 g/mol
charge: +1
energy above the lowest of the compared OMol25 structures with the same formula, charge and spin: 1.343 eV
spin multiplicity: 6
expectation value of S²: 8.76
LUMO energy (spin up / spin down): -2.3749 / -4.0670 eV
calculated total energy: -181158.5699 eV

Partial atomic charges computed with the Löwdin method, in multiples of e: number 1, Fe, carries 0.760; number 2, O, carries 0.141; number 3, C, carries -0.495; number 4, O, carries 0.129; number 5, C, carries -0.024; number 6, C, carries 0.031; number 7, N, carries 0.053; number 8, N, carries 0.075; number 9, C, carries -0.134; number 10, C, carries -0.573; number 11, O, carries 0.012; number 12, O, carries -0.208; number 13, H, carries 0.073; number 14, H, carries 0.146; number 15, H, carries 0.148; number 16, N, carries -0.301; number 17, P, carries 1.149; number 18, C, carries -0.335; number 19, C, carries -0.094; number 20, C, carries -0.065; number 21, C, carries -0.055; number 22, C, carries -0.053; number 23, C, carries -0.074; number 24, C, carries -0.308; number 25, C, carries -0.092; number 26, C, carries -0.064; number 27, C, carries -0.052; number 28, C, carries -0.051; number 29, C, carries -0.063; number 30, P, carries 1.012; number 31, C, carries -0.368; number 32, C, carries -0.104; number 33, C, carries -0.061; number 34, C, carries -0.063; number 35, C, carries -0.066; number 36, C, carries -0.084; number 37, C, carries -0.353; number 38, C, carries -0.103; number 39, C, carries -0.065; number 40, C, carries -0.065; number 41, C, carries -0.067; number 42, C, carries -0.085; number 43, H, carries 0.044; number 44, H, carries 0.102; number 45, H, carries 0.112; number 46, H, carries 0.113; number 47, H, carries 0.114; number 48, H, carries 0.095; number 49, H, carries 0.097; number 50, H, carries 0.118; number 51, H, carries 0.115; number 52, H, carries 0.113; number 53, H, carries 0.105; number 54, H, carries 0.072; number 55, H, carries 0.115; number 56, H, carries 0.110; number 57, H, carries 0.109; number 58, H, carries 0.112; number 59, H, carries 0.113; number 60, H, carries 0.112; number 61, H, carries 0.111; number 62, H, carries 0.111; number 63, H, carries 0.096; number 64, Br, carries 0.756; number 65, C, carries -0.675; number 66, C, carries -0.132; number 67, C, carries -0.068; number 68, C, carries -0.135; number 69, C, carries -0.001; number 70, C, carries -0.104; number 71, C, carries -0.617; number 72, O, carries 0.070; number 73, O, carries -0.167; number 74, H, carries 0.103; number 75, H, carries 0.088; number 76, H, carries 0.127; number 77, H, carries 0.107; number 78, C, carries -0.013; number 79, C, carries -0.187; number 80, N, carries 0.149; number 81, H, carries 0.108; number 82, H, carries 0.101; number 83, H, carries 0.100


Entry 2:
The following is a quantum chemistry calculation of a structure of composition C38H31CdCl3N6O2S3, from OMol25.

Cartesian coordinates (Å):
Cd: -0.0822 -0.1708 -0.6959
C: 3.5275 1.7556 1.3492
C: 2.6358 0.7729 0.6366
N: 1.3633 0.9505 0.5847
N: 0.7987 2.0541 1.2442
C: -0.2075 2.5832 0.6270
S: -0.8780 2.2417 -0.9517
S: -1.0801 3.9169 1.4155
C: -0.5820 3.8145 3.1686
C: -1.3576 2.7796 3.9435
C: -0.8400 1.5010 4.1469
C: -1.5869 0.5345 4.8123
C: -2.8594 0.8321 5.2820
C: -3.3785 2.1085 5.0945
C: -2.6307 3.0720 4.4316
C: 3.2605 -0.3997 -0.0220
C: 4.4894 -0.8373 0.5103
C: 5.2158 -1.8803 -0.0180
C: 4.7245 -2.5166 -1.1606
C: 3.5378 -2.1121 -1.7218
C: 2.7494 -1.0609 -1.1851
O: 1.6427 -0.7697 -1.8190
H: 2.9961 2.6758 1.5592
H: 4.4079 1.9620 0.7404
H: 3.8727 1.3355 2.2983
H: -0.7671 4.8136 3.5638
H: 0.4850 3.6185 3.1969
H: 0.1500 1.2709 3.7750
H: -1.1690 -0.4542 4.9678
H: -3.4394 0.0786 5.8018
H: -4.3660 2.3560 5.4702
H: -3.0421 4.0671 4.2883
H: 4.8805 -0.3406 1.3896
H: 6.1495 -2.1878 0.4369
H: 5.2811 -3.3327 -1.6112
H: 3.1521 -2.5919 -2.6152
N: -0.7660 -7.8800 -2.3384
C: -0.6563 -6.7772 -2.0294
C: -0.5216 -5.3914 -1.6435
C: -0.2780 -4.4154 -2.6016
C: -0.1543 -3.1029 -2.1806
N: -0.2844 -2.7366 -0.9022
C: -0.5137 -3.6813 0.0064
C: -0.6346 -5.0229 -0.3098
H: -0.1737 -4.6725 -3.6462
H: 0.0919 -2.3188 -2.8863
H: -0.6123 -3.3487 1.0340
H: -0.8124 -5.7588 0.4612
Cl: -6.7282 7.0727 4.6249
C: -6.2182 5.7879 3.5731
C: -4.8858 5.6807 3.2172
C: -4.5069 4.6570 2.3669
C: -5.4186 3.7352 1.8582
C: -4.8803 2.6731 0.9167
C: -4.8657 1.2922 1.5621
N: -4.0724 0.3623 0.7734
C: -4.4589 -0.3411 -0.3492
C: -3.3343 -0.9655 -0.7990
N: -2.2722 -0.6388 0.0195
C: -2.7589 0.1513 0.9502
O: -5.5943 2.5863 -0.3114
C: -4.9751 3.3179 -1.3762
C: -5.1217 4.7981 -1.1639
C: -4.1386 5.7261 -1.3061
Cl: -2.5129 5.4397 -1.7728
S: -4.6537 7.3148 -0.9188
C: -6.2325 6.7527 -0.5613
C: -6.3423 5.4119 -0.7362
C: -6.7504 3.8697 2.2563
Cl: -7.9967 2.7771 1.7129
C: -7.1578 4.8896 3.1031
H: -4.1630 6.3960 3.5884
H: -3.4663 4.5767 2.0593
H: -3.8430 2.9494 0.6964
H: -5.8777 0.9074 1.6513
H: -4.4276 1.3531 2.5558
H: -5.4763 -0.3208 -0.7075
H: -3.2200 -1.6090 -1.6577
H: -2.1987 0.6203 1.7487
H: -5.4773 3.0053 -2.2913
H: -3.9199 3.0449 -1.4559
H: -6.9962 7.4472 -0.2377
H: -7.2540 4.8513 -0.5607
H: -8.1970 4.9766 3.3891

M: 918.678 g/mol
energy above the lowest of the compared OMol25 structures with the same formula, charge and spin: 0.000 eV
LUMO energy: -0.5174 eV
calculated total energy: -127582.8863 eV

Partial atomic charges computed with the Löwdin method, in multiples of e: number 1, Cd, carries 1.275; number 2, C, carries -0.023; number 3, C, carries -0.264; number 4, N, carries -0.085; number 5, N, carries -0.086; number 6, C, carries -1.137; number 7, S, carries 0.418; number 8, S, carries 0.864; number 9, C, carries -0.400; number 10, C, carries -0.286; number 11, C, carries -0.057; number 12, C, carries -0.086; number 13, C, carries -0.096; number 14, C, carries -0.087; number 15, C, carries -0.058; number 16, C, carries -0.119; number 17, C, carries -0.066; number 18, C, carries -0.110; number 19, C, carries -0.098; number 20, C, carries -0.037; number 21, C, carries -0.388; number 22, O, carries -0.273; number 23, H, carries 0.063; number 24, H, carries 0.093; number 25, H, carries 0.087; number 26, H, carries 0.079; number 27, H, carries 0.071; number 28, H, carries 0.104; number 29, H, carries 0.103; number 30, H, carries 0.101; number 31, H, carries 0.109; number 32, H, carries 0.091; number 33, H, carries 0.097; number 34, H, carries 0.095; number 35, H, carries 0.101; number 36, H, carries 0.106; number 37, N, carries 0.170; number 38, C, carries -0.164; number 39, C, carries -0.216; number 40, C, carries 0.004; number 41, C, carries -0.131; number 42, N, carries 0.003; number 43, C, carries -0.119; number 44, C, carries -0.003; number 45, H, carries 0.124; number 46, H, carries 0.103; number 47, H, carries 0.114; number 48, H, carries 0.122; number 49, Cl, carries 0.678; number 50, C, carries -0.658; number 51, C, carries -0.096; number 52, C, carries -0.046; number 53, C, carries -0.175; number 54, C, carries -0.282; number 55, C, carries -0.048; number 56, N, carries -0.044; number 57, C, carries -0.037; number 58, C, carries -0.140; number 59, N, carries -0.069; number 60, C, carries -0.191; number 61, O, carries -0.120; number 62, C, carries -0.132; number 63, C, carries -0.316; number 64, C, carries -0.973; number 65, Cl, carries 0.657; number 66, S, carries 0.995; number 67, C, carries -0.404; number 68, C, carries -0.141; number 69, C, carries -0.571; number 70, Cl, carries 0.733; number 71, C, carries -0.131; number 72, H, carries 0.115; number 73, H, carries 0.058; number 74, H, carries 0.123; number 75, H, carries 0.117; number 76, H, carries 0.126; number 77, H, carries 0.128; number 78, H, carries 0.098; number 79, H, carries 0.125; number 80, H, carries 0.138; number 81, H, carries 0.087; number 82, H, carries 0.071; number 83, H, carries 0.114; number 84, H, carries 0.105


Entry 3:
The following is a quantum chemistry calculation of a cluster of 6 separate species, C38H31N2O13S in total in a non-equilibrium geometry, from OMol25.

Cartesian coordinates (Å):
O: 3.5750 -0.3274 -0.2448
C: 2.7131 0.4625 -0.7305
O: 1.7523 0.9844 0.1696
C: 2.7716 0.7865 -2.2925
C: 3.4912 2.1977 -2.6138
C: 2.4556 3.4182 -2.8596
C: 1.4366 3.5116 -1.6338
C: 0.4018 4.7244 -1.7148
S: -1.1975 4.3484 -2.5717
C: -1.8339 2.7057 -2.1001
N: -1.5254 1.8125 -1.0522
N: -2.2148 0.6296 -1.0401
C: -3.0873 0.8025 -2.1747
O: -2.8719 2.0228 -2.8298
H: 2.2010 1.3605 0.9602
H: 3.2311 -0.1191 -2.7999
H: 1.6855 0.8583 -2.6704
H: 4.1638 2.4306 -1.7093
H: 4.1710 2.0197 -3.5172
H: 1.9127 3.1462 -3.8377
H: 2.0436 3.6296 -0.6760
H: 0.8248 2.5502 -1.6096
H: 0.8963 5.6743 -2.1386
H: 0.1364 5.0005 -0.6268
H: -3.8306 -0.0335 -2.4073
C: 0.3168 -2.6518 -0.2406
C: -0.1053 -3.6970 0.4727
C: -0.5027 -4.9615 -0.1809
O: -0.8903 -5.9162 0.4694
C: -0.4131 -5.0244 -1.6558
C: 0.0087 -3.9800 -2.3695
C: 0.4063 -2.7148 -1.7151
O: 0.7921 -1.7635 -2.3620
H: 0.6113 -1.7169 0.2212
H: -0.1762 -3.6683 1.5529
H: -0.7075 -5.9586 -2.1177
H: 0.0796 -4.0087 -3.4499
C: -8.0228 -0.3825 0.1701
C: -7.5006 -0.4032 -1.0565
C: -6.1634 -0.9784 -1.3093
O: -5.6858 -0.9950 -2.4310
C: -5.4271 -1.5309 -0.1532
C: -5.9490 -1.5103 1.0735
C: -7.2872 -0.9352 1.3279
O: -7.7653 -0.9177 2.4462
H: -9.0006 0.0353 0.3745
H: -8.0255 -0.0035 -1.9160
H: -4.4490 -1.9483 -0.3580
H: -5.4233 -1.9098 1.9317
C: -8.1566 -0.7092 -6.9747
C: -7.7192 -1.6151 -7.8494
C: -6.6458 -2.5686 -7.4945
O: -6.2456 -3.3943 -8.2939
C: -6.0779 -2.4794 -6.1326
C: -6.5148 -1.5729 -5.2566
C: -7.5883 -0.6199 -5.6120
O: -7.9908 0.2063 -4.8139
H: -8.9410 -0.0032 -7.2178
H: -8.1247 -1.6945 -8.8505
H: -5.2936 -3.1854 -5.8900
H: -6.1090 -1.4928 -4.2537
C: 3.8734 -0.7747 3.8174
C: 3.6194 0.3165 3.0944
C: 3.4506 1.6376 3.7344
O: 3.2162 2.6330 3.0739
C: 3.5757 1.7045 5.2061
C: 3.8298 0.6139 5.9294
C: 3.9987 -0.7087 5.2891
O: 4.2332 -1.7049 5.9498
H: 3.9992 -1.7505 3.3650
H: 3.5255 0.2858 2.0148
H: 3.4499 2.6807 5.6579
H: 3.9237 0.6447 7.0061
C: 7.7535 0.4499 7.6898
C: 8.9889 0.2802 7.2182
C: 9.5530 1.1921 6.2000
O: 10.6790 1.0368 5.7680
C: 8.6949 2.2995 5.7264
C: 7.4594 2.4690 6.1983
C: 6.8960 1.5573 7.2164
O: 5.7693 1.7123 7.6488
H: 7.3240 -0.2084 8.4346
H: 9.6302 -0.5248 7.5545
H: 9.1240 2.9577 4.9814
H: 6.8177 3.2740 5.8618

M: 755.734 g/mol
charge: -1
energy above the lowest of the compared OMol25 structures with the same formula, charge and spin: 3.325 eV
LUMO energy: -0.4616 eV
calculated total energy: -80330.7598 eV

Partial atomic charges computed with the Löwdin method, in multiples of e: number 1, O, carries -0.016; number 2, C, carries -0.399; number 3, O, carries 0.009; number 4, C, carries -0.135; number 5, C, carries -0.281; number 6, C, carries -0.291; number 7, C, carries -0.363; number 8, C, carries -0.485; number 9, S, carries 0.864; number 10, C, carries -0.511; number 11, N, carries -0.042; number 12, N, carries 0.010; number 13, C, carries -0.115; number 14, O, carries -0.063; number 15, H, carries 0.083; number 16, H, carries 0.105; number 17, H, carries 0.108; number 18, H, carries 0.088; number 19, H, carries 0.082; number 20, H, carries 0.011; number 21, H, carries 0.098; number 22, H, carries 0.047; number 23, H, carries 0.083; number 24, H, carries 0.071; number 25, H, carries 0.102; number 26, C, carries 0.040; number 27, C, carries 0.015; number 28, C, carries -0.399; number 29, O, carries 0.081; number 30, C, carries 0.010; number 31, C, carries 0.022; number 32, C, carries -0.373; number 33, O, carries 0.120; number 34, H, carries 0.121; number 35, H, carries 0.119; number 36, H, carries 0.116; number 37, H, carries 0.120; number 38, C, carries 0.024; number 39, C, carries 0.035; number 40, C, carries -0.358; number 41, O, carries 0.036; number 42, C, carries 0.029; number 43, C, carries 0.028; number 44, C, carries -0.388; number 45, O, carries 0.100; number 46, H, carries 0.122; number 47, H, carries 0.118; number 48, H, carries 0.124; number 49, H, carries 0.125; number 50, C, carries 0.018; number 51, C, carries 0.017; number 52, C, carries -0.392; number 53, O, carries 0.096; number 54, C, carries 0.027; number 55, C, carries 0.031; number 56, C, carries -0.376; number 57, O, carries 0.100; number 58, H, carries 0.119; number 59, H, carries 0.119; number 60, H, carries 0.123; number 61, H, carries 0.083; number 62, C, carries 0.032; number 63, C, carries 0.035; number 64, C, carries -0.376; number 65, O, carries 0.110; number 66, C, carries 0.021; number 67, C, carries 0.001; number 68, C, carries -0.385; number 69, O, carries 0.091; number 70, H, carries 0.125; number 71, H, carries 0.087; number 72, H, carries 0.124; number 73, H, carries 0.105; number 74, C, carries 0.028; number 75, C, carries 0.022; number 76, C, carries -0.388; number 77, O, carries 0.105; number 78, C, carries 0.025; number 79, C, carries 0.028; number 80, C, carries -0.375; number 81, O, carries 0.079; number 82, H, carries 0.124; number 83, H, carries 0.122; number 84, H, carries 0.124; number 85, H, carries 0.125